[1]
DFT (wB97M-V/def2-TZVPD) results for 3 unconnected molecules or ions with the total composition C20H35N5O8PS.

The geometry in XYZ format:
```
70
Properties=species:S:1:pos:R:3
C 2.37 -0.91 2.28
C 1.26 -1.19 3.25
N 1.23 -2.13 4.10
C 0.05 -0.28 3.23
C -0.48 0.17 1.84
C -0.51 1.72 1.75
P -0.19 2.15 0.00
N -1.12 1.34 -0.97
C -1.79 2.38 2.33
S -2.92 3.18 1.11
C -2.64 1.49 3.22
O -2.09 1.41 4.55
C -3.00 1.22 5.47
N -3.81 1.00 6.24
N -2.77 0.06 2.72
C -1.89 -0.29 1.51
N -2.05 -1.63 1.05
C -3.37 -1.90 0.48
C -1.54 -2.70 1.89
C -2.35 -3.22 3.05
O -0.46 -3.14 1.65
H 2.62 0.14 2.21
H 3.25 -1.48 2.57
H 2.07 -1.26 1.29
H 2.10 -2.67 4.08
H 0.31 0.59 3.83
H -0.69 -0.82 3.82
H 0.16 -0.19 1.04
H 0.33 2.11 2.33
H 1.18 1.91 -0.18
H -0.32 3.54 -0.04
H -0.57 0.76 -1.60
H -1.51 3.22 2.95
H -3.40 2.09 0.52
H -3.64 1.91 3.28
H -3.75 -0.10 2.48
H -2.59 -0.56 3.51
H -2.25 0.33 0.69
H -3.31 -2.77 -0.17
H -4.15 -2.11 1.22
H -3.69 -1.05 -0.12
H -2.08 -4.27 3.18
H -3.42 -3.11 2.95
H -2.00 -2.72 3.95
C 5.47 -1.52 -0.53
C 4.13 -1.91 -1.11
C 4.12 -2.15 -2.61
O 2.78 -1.77 -2.97
C 2.34 -0.88 -2.06
O 1.34 -0.24 -2.16
O 3.18 -0.82 -1.00
H 6.21 -2.29 -0.75
H 5.81 -0.57 -0.95
H 5.40 -1.40 0.55
H 3.71 -2.76 -0.58
H 4.30 -3.18 -2.89
H 4.82 -1.50 -3.14
C 0.24 0.65 -5.14
C 0.36 2.13 -5.36
C -0.95 2.88 -5.45
O -0.62 3.97 -6.32
C 0.42 3.59 -7.10
O 0.82 4.19 -8.04
O 0.94 2.41 -6.65
H -0.32 0.45 -4.22
H -0.27 0.17 -5.97
H 1.22 0.18 -5.04
H 1.01 2.58 -4.61
H -1.30 3.26 -4.50
H -1.73 2.29 -5.92
```

Computed properties:
**Total charge**: +1
**Frontier orbital gap**: 8.92 eV
**F_max**: 1.351 eV/A

[2]
DFT (wB97M-V/def2-TZVPD) results for 2 unconnected molecules or ions with the total composition C20H35N8O3P2S2.

The geometry in XYZ format:
```
70
Properties=species:S:1:pos:R:3
C -0.19 2.63 -3.57
C -1.59 2.42 -4.16
N -2.54 1.85 -3.18
C -3.85 2.55 -3.07
C -4.00 3.23 -1.71
C -2.68 0.45 -3.31
S -3.22 -0.38 -4.59
S -2.20 -0.22 -1.76
C -2.25 -2.00 -1.95
C -0.83 -2.61 -1.94
C -0.45 -3.28 -0.62
N -0.16 -2.25 0.39
C 0.86 -1.38 0.47
N 1.95 -1.30 -0.30
P 2.50 -2.33 -1.59
N 2.71 -1.08 -2.74
O 4.00 -2.57 -1.13
N 0.65 -0.53 1.48
C -0.49 -0.88 2.03
C -1.05 -0.08 3.16
C -2.31 0.69 2.78
N -2.52 1.27 1.68
N -1.03 -1.94 1.42
P -2.54 -2.91 1.64
C -1.79 -4.43 2.35
C -3.32 -2.21 3.12
H -0.27 2.86 -2.51
H 0.43 1.74 -3.70
H 0.30 3.46 -4.07
H -1.98 3.38 -4.50
H -1.52 1.79 -5.05
H -4.64 1.81 -3.17
H -3.95 3.26 -3.89
H -3.38 4.13 -1.65
H -3.72 2.54 -0.92
H -5.04 3.53 -1.57
H -2.85 -2.39 -1.13
H -2.78 -2.27 -2.86
H -0.69 -3.30 -2.77
H -0.13 -1.79 -2.10
H 0.42 -3.91 -0.73
H -1.26 -3.90 -0.25
H 2.54 -0.52 -0.01
H 2.82 -1.51 -3.65
H 1.89 -0.48 -2.77
H 4.49 -1.73 -0.99
H -0.27 0.66 3.39
H -1.19 -0.66 4.06
H -3.08 0.74 3.54
H -1.75 1.17 1.02
H -2.20 -4.63 3.34
H -0.70 -4.35 2.45
H -2.03 -5.28 1.71
H -3.95 -1.36 2.87
H -2.65 -1.95 3.94
H -3.94 -3.03 3.47
C 4.38 3.46 3.63
C 5.63 3.45 3.02
C 5.95 2.45 2.12
C 5.01 1.48 1.85
C 3.76 1.46 2.45
C 3.45 2.47 3.35
N 5.35 0.43 0.88
O 6.44 0.43 0.38
O 4.49 -0.41 0.62
H 4.14 4.25 4.33
H 6.36 4.22 3.25
H 6.92 2.42 1.64
H 3.04 0.69 2.22
H 2.48 2.48 3.83
```

Computed properties:
**Total charge**: +1
**Frontier orbital gap**: 7.82 eV
**F_max**: 0.717 eV/A